Formula: C4H9NO
Source: the OMol25 dataset
Level of theory: wB97M-V/def2-TZVPD

```
15
Properties=species:S:1:pos:R:3:forces:R:3
H 2.897429 -1.513117 0.380957 -2.070 -0.640 -0.954
H 0.387139 1.753063 0.078262 1.431 -1.309 1.190
C -0.351247 0.273456 -1.077965 1.195 0.234 2.394
H -1.227594 -0.949895 3.366249 -1.422 0.024 0.426
H 0.071391 -1.107042 2.928316 0.480 -0.973 -0.604
H -1.096623 1.789883 -2.607097 -0.138 -0.772 1.801
O -0.722438 -1.668612 2.999925 0.963 0.943 0.078
C 0.547780 0.648731 -0.066990 -4.422 -1.756 -3.167
C -1.317317 1.331894 -1.557986 -0.852 -3.373 -4.867
C 1.926444 -1.110934 -0.116089 3.291 -1.004 0.928
N 1.259238 -0.381110 0.650143 0.096 3.285 -0.051
H -2.364774 0.873695 -1.676993 1.432 0.817 0.430
H -1.279339 2.018613 -0.839489 -0.485 3.307 2.482
H -0.559370 -0.807003 -1.258639 0.376 0.966 -0.116
H 1.829277 -1.151620 -1.202598 0.124 0.252 0.031
```
Positions in Å, forces in eV/Å.

Output
E   -287.68738 Ha
SMILES string   C=N/C=C/C.O
Orbital gap   9.646 eV
Net charge   0
Relative energy (zero: lowest compared OMol25 entry of this formula, charge and spin)   380.9 kJ/mol
LUMO energy   0.72 eV


Formula: C4H9NO
Source: the OMol25 dataset
Level of theory: wB97M-V/def2-TZVPD

```
15
Properties=species:S:1:pos:R:3:forces:R:3
H 1.131887 0.035469 2.036080 -0.648 0.369 -0.336
H -0.025599 1.277504 2.736319 0.252 -1.068 -1.419
C 0.302287 0.737268 1.774121 -0.365 1.165 0.227
H 0.164925 1.609534 -0.965379 -0.416 0.393 -0.018
H -0.360621 0.591054 -2.254712 -0.548 0.318 0.933
H 0.734587 1.568899 1.141673 -0.568 -1.135 0.469
H -1.635010 1.614060 -1.440163 1.085 -0.956 0.773
H 0.367875 -2.235909 -0.338180 0.077 1.278 0.542
H -1.422154 -0.994586 -0.919841 0.042 1.564 2.727
H -1.151305 -0.690578 1.722459 -0.205 0.108 -0.553
C 0.487448 -1.098570 -0.468257 3.968 0.046 -3.124
O 1.560312 -0.727228 -1.036089 -3.654 -1.088 2.322
N -0.907381 0.088614 1.111047 0.083 0.591 2.466
C -0.695464 1.002481 -1.259044 0.498 -0.737 -0.293
C -0.750172 -0.237500 -0.247965 0.399 -0.847 -4.716
```
Positions in Å, forces in eV/Å.

Output
E   -287.72472 Ha
SMILES string   CN[C@@H](C)C=O
Orbital gap   9.741 eV
Net charge   0
Relative energy (zero: lowest compared OMol25 entry of this formula, charge and spin)   282.8 kJ/mol
LUMO energy   0.78 eV


Formula: C4H9NO
Source: the OMol25 dataset
Level of theory: wB97M-V/def2-TZVPD

```
15
Properties=species:S:1:pos:R:3:forces:R:3
H -1.833624 0.293653 0.349427 -0.059 -0.043 0.138
C -0.671695 0.119258 -0.555032 0.301 -0.057 -0.166
C -1.266765 1.257377 0.748836 -0.156 0.203 0.383
H 1.881045 -2.088261 -0.517312 -0.095 0.079 -0.021
N -0.227971 1.455590 -0.265173 -0.036 0.018 -0.264
C 0.257945 -0.849655 0.174631 -0.196 -0.206 -0.146
C 1.137860 -1.412998 -0.948381 0.066 -0.053 -0.083
H -0.312852 -1.666876 0.628371 0.006 0.127 -0.099
H -2.077489 1.980718 0.680726 0.072 -0.135 -0.018
H -0.583444 2.087561 -0.976018 0.038 -0.050 0.095
O 1.054128 -0.296681 1.204857 0.106 0.170 0.004
H 1.669297 -0.601351 -1.459608 -0.071 -0.081 0.081
H 0.544540 -1.951817 -1.692214 0.051 0.076 0.125
H -0.867269 1.085227 1.742908 -0.061 0.030 -0.138
H 1.296293 0.588254 0.883982 0.036 -0.079 0.108
```
Positions in Å, forces in eV/Å.

Output
E   -287.65537 Ha
Orbital gap   9.435 eV
Net charge   0
Relative energy (zero: lowest compared OMol25 entry of this formula, charge and spin)   464.9 kJ/mol
LUMO energy   0.92 eV


Formula: C4H9NO
Source: the OMol25 dataset
Level of theory: wB97M-V/def2-TZVPD

```
15
Properties=species:S:1:pos:R:3:forces:R:3
H 2.140044 0.485533 -0.843491 -0.065 -0.125 -0.141
C 1.620274 -0.394288 -0.429347 0.157 -0.046 0.163
H 1.776397 -1.267702 -1.072920 -0.119 0.282 -0.059
O -2.412232 0.271541 1.432767 0.533 -0.336 0.524
C -1.269534 -0.100530 1.546692 0.149 0.048 -0.813
H -0.947554 -1.160276 1.734452 -0.590 0.350 0.480
H -0.320952 -0.524503 -2.162035 0.098 0.100 0.155
H -0.929814 1.028170 -1.524959 0.286 -0.060 0.000
H 2.106716 -0.629776 0.526757 -0.070 0.034 -0.246
H -0.319336 1.702612 0.739280 -0.088 -0.174 -0.028
C -0.706029 -0.021768 -1.270992 -0.463 0.001 -0.373
N 0.213055 -0.174849 -0.167276 0.404 -0.073 0.347
C -0.066775 0.658768 0.985632 -0.244 0.144 0.079
H -1.690790 -0.478530 -1.065134 0.396 0.099 0.129
H 0.794218 0.680442 1.674383 -0.383 -0.244 -0.216
```
Positions in Å, forces in eV/Å.

Output
E   -287.75740 Ha
SMILES string   CN(C)CC=O
Orbital gap   9.615 eV
Net charge   0
Relative energy (zero: lowest compared OMol25 entry of this formula, charge and spin)   197.0 kJ/mol
LUMO energy   0.94 eV


Formula: C4H9NO
Source: the OMol25 dataset
Level of theory: wB97M-V/def2-TZVPD

```
15
Properties=species:S:1:pos:R:3:forces:R:3
H -0.469024 -1.204729 1.997242 0.066 -0.419 0.036
C -0.004546 -0.361501 -2.474943 -0.430 1.250 0.093
H 1.186778 -1.852253 1.815091 -0.033 -0.046 -0.050
H -0.326873 -1.347686 -2.179811 0.512 -0.181 0.270
C 0.298048 1.127812 1.868910 -1.326 -0.443 0.767
H -0.797432 1.149832 1.912665 -0.252 -0.402 0.076
H 0.707225 1.933097 2.458674 0.843 0.737 -0.841
H 0.756617 -0.152555 -3.213985 -0.425 -0.666 -0.588
H -0.338719 1.692257 -2.481696 0.009 0.277 0.605
C 0.441344 -1.191423 1.380307 -1.315 0.505 0.137
O -1.041219 0.887553 -0.700247 -0.871 -0.148 -0.729
N 0.966653 0.161014 1.450767 1.713 -0.341 0.428
H -1.019234 0.000612 -0.310173 -0.061 0.280 0.044
C -0.496120 0.766821 -1.938724 1.086 -0.763 0.062
H 0.136503 -1.608844 0.415923 0.483 0.359 -0.310
```
Positions in Å, forces in eV/Å.

Output
E   -287.69854 Ha
SMILES string   C=CO.C=NC
Orbital gap   9.825 eV
Net charge   0
Relative energy (zero: lowest compared OMol25 entry of this formula, charge and spin)   351.6 kJ/mol
LUMO energy   0.95 eV


Formula: C4H9NO
Source: the OMol25 dataset
Level of theory: wB97M-V/def2-TZVPD

```
15
Properties=species:S:1:pos:R:3:forces:R:3
H -0.412350 -0.139340 -1.814497 -0.093 0.145 0.149
H -1.386857 2.200525 -2.020021 0.158 0.125 0.081
N 0.132664 -1.191277 0.540524 0.323 0.143 0.237
C -0.632148 1.956423 -1.266858 -0.113 -0.060 -0.100
O 0.988298 0.915590 0.767443 -0.336 -0.343 -0.286
C 0.249236 0.126085 0.202156 -0.236 -0.345 -0.013
C 0.890543 -1.790800 1.614682 0.100 0.122 0.078
H 1.431637 -0.964465 2.076030 0.058 -0.195 0.109
H 0.232857 -2.252093 2.361243 0.145 0.046 -0.166
C -0.695301 0.473474 -0.946031 0.461 0.310 0.080
H 0.362170 2.211392 -1.643544 -0.192 0.077 0.044
H -0.469280 -1.759001 -0.023150 -0.099 -0.110 -0.034
H 1.612426 -2.528151 1.243912 -0.144 0.091 0.097
H -1.699218 0.167402 -0.646199 -0.049 0.030 -0.042
H -0.811448 2.541272 -0.359241 0.019 -0.036 -0.233
```
Positions in Å, forces in eV/Å.

Output
E   -287.82102 Ha
SMILES string   CCC(=O)NC
Orbital gap   10.506 eV
Net charge   0
Relative energy (zero: lowest compared OMol25 entry of this formula, charge and spin)   30.0 kJ/mol
LUMO energy   0.87 eV


Formula: C4H9NO
Source: the OMol25 dataset
Level of theory: wB97M-V/def2-TZVPD

```
15
Properties=species:S:1:pos:R:3:forces:R:3
N -0.945266 -0.362783 2.097217 -0.588 -0.326 -0.300
C -0.139691 1.245499 -1.062055 0.033 0.086 0.046
H -1.292374 -0.492471 -0.523674 0.143 0.057 0.009
H 0.360992 0.379881 2.627145 1.873 1.047 0.104
H -0.883706 1.970010 -0.718060 0.090 -0.098 -0.006
C 0.734709 -1.120657 -0.870282 0.082 -0.052 0.035
H 0.853291 1.668270 -0.885789 -0.094 -0.037 -0.013
C -0.283604 -0.100240 -0.345257 -0.096 -0.024 0.134
H -0.271366 1.114352 -2.142582 0.035 -0.030 0.209
H 0.602445 -1.263770 -1.948586 0.001 0.072 0.179
O 0.863387 0.633693 1.758009 -0.042 -0.025 -0.068
H -1.799078 -0.844741 1.936852 -0.619 -0.357 -0.710
H 0.618009 -2.094307 -0.384625 0.007 0.141 -0.031
H 1.755820 -0.770534 -0.693883 -0.101 -0.029 -0.013
C -0.173568 0.037796 1.155572 -0.724 -0.424 0.425
```
Positions in Å, forces in eV/Å.

Output
E   -287.78294 Ha
SMILES string   [H]/N=C(/O)C(C)C
Orbital gap   10.936 eV
Net charge   0
Relative energy (zero: lowest compared OMol25 entry of this formula, charge and spin)   130.0 kJ/mol
LUMO energy   0.99 eV


Formula: C4H9NO
Source: the OMol25 dataset
Level of theory: wB97M-V/def2-TZVPD

```
15
Properties=species:S:1:pos:R:3:forces:R:3
H 1.853682 -2.385689 0.068303 -0.084 0.136 -0.107
C 0.732027 1.584663 1.261281 0.158 -0.022 0.034
H 0.055506 2.363514 0.935072 0.054 -0.184 -0.006
H -1.839252 -0.861687 -1.744975 0.039 0.021 0.136
H 0.413657 0.043480 -1.404598 -0.100 0.057 0.101
H -1.029945 -1.695079 -0.404559 -0.112 0.136 -0.042
H 1.435811 1.808886 2.055007 -0.080 -0.030 -0.073
C -1.464228 -0.746360 -0.723569 -0.045 -0.080 0.030
H -0.717767 1.336460 -0.981159 0.076 -0.140 0.088
H -2.309633 -0.496204 -0.073924 0.131 -0.024 -0.090
C 0.794320 0.371174 0.600981 0.123 0.059 0.211
N 1.428707 -0.734238 0.844493 -0.148 0.366 0.069
O 1.370312 -1.626846 -0.277651 0.135 -0.267 -0.028
C -0.379292 0.331357 -0.708250 -0.028 -0.044 -0.336
H -0.478056 0.567352 0.597539 -0.120 0.015 0.014
```
Positions in Å, forces in eV/Å.

Output
E   -287.56753 Ha
Orbital gap   7.975 eV
Net charge   0
Relative energy (zero: lowest compared OMol25 entry of this formula, charge and spin)   695.5 kJ/mol
LUMO energy   0.79 eV


Formula: C4H9NO
Source: the OMol25 dataset
Level of theory: wB97M-V/def2-TZVPD

```
15
Properties=species:S:1:pos:R:3:forces:R:3
H -2.595599 0.552363 -0.905254 -0.161 0.153 -0.010
O 3.682778 -0.092585 0.483231 -0.040 -0.187 -0.090
C -0.964976 -0.461941 -0.013726 0.701 -0.797 0.471
H -0.895380 -1.124863 -0.891409 -0.400 0.255 -0.174
N 0.175171 0.468293 -0.010831 -1.078 -0.100 0.142
H -0.838977 -1.170849 0.810477 0.066 0.214 0.258
H -3.087314 -0.430341 0.443678 0.007 0.038 0.258
C -2.304739 0.238703 0.099645 0.247 0.219 -0.991
C 1.431132 -0.117610 -0.410687 0.146 -0.196 0.005
H -0.108639 1.262863 -0.567678 0.451 0.067 -0.127
H 1.356669 -1.202780 -0.551256 -0.155 -0.003 0.134
C 2.510442 0.113961 0.634813 -0.050 0.481 -0.140
H 1.768303 0.243571 -1.375683 0.302 0.227 -0.196
H 2.109821 0.571097 1.559660 0.009 -0.117 0.161
H -2.238689 1.150117 0.695024 -0.046 -0.253 0.298
```
Positions in Å, forces in eV/Å.

Output
E   -287.77243 Ha
SMILES string   CCNCC=O
Orbital gap   10.172 eV
Net charge   0
Relative energy (zero: lowest compared OMol25 entry of this formula, charge and spin)   157.6 kJ/mol
LUMO energy   0.99 eV


Formula: C4H9NO
Source: the OMol25 dataset
Level of theory: wB97M-V/def2-TZVPD

```
15
Properties=species:S:1:pos:R:3:forces:R:3
H 2.611476 -1.058631 -1.219636 -0.704 -0.095 0.295
O 4.140190 0.639403 -1.266273 -0.489 -0.321 0.104
H -2.846291 -0.994804 -1.076729 0.735 -0.215 0.251
H 1.505142 -0.565845 0.051653 -0.274 0.184 0.494
C -2.236420 0.063555 0.700110 -0.252 -0.090 0.709
N 2.312628 -0.403789 -0.499290 0.840 -0.595 -1.015
H -0.285488 0.328493 1.438669 0.418 0.125 -0.191
H 3.260222 1.358861 0.311835 -1.004 -0.292 0.359
H -2.667680 0.410068 1.637920 0.129 0.065 -0.017
C 3.220910 0.577161 -0.458860 1.785 1.117 -0.259
H -4.068782 -0.871827 0.194331 0.100 0.111 0.468
C -0.771289 0.363442 0.466351 -1.523 -0.753 -0.352
C -3.026873 -0.690033 -0.046766 -0.765 0.395 -0.975
H -0.496432 -0.469655 -0.183567 0.699 0.309 -0.011
H -0.651315 1.313607 -0.049749 0.305 0.055 0.140
```
Positions in Å, forces in eV/Å.

Output
E   -287.76569 Ha
SMILES string   C=CC.NC=O
Orbital gap   10.761 eV
Net charge   0
Relative energy (zero: lowest compared OMol25 entry of this formula, charge and spin)   175.3 kJ/mol
LUMO energy   0.84 eV


Formula: C4H9NO
Source: the OMol25 dataset
Level of theory: wB97M-V/def2-TZVPD

```
15
Properties=species:S:1:pos:R:3:forces:R:3
H -1.425373 -1.918057 -0.258404 -0.023 0.155 -0.017
H -2.482255 -0.510892 -0.061689 0.143 -0.051 -0.045
C -1.486839 -0.832302 -0.385232 -0.139 -0.101 -0.041
N -0.476632 -0.183596 0.426852 0.003 0.021 0.021
C 0.850103 -0.733296 0.156348 0.125 -0.083 -0.085
H 0.844105 -1.353424 -0.750974 0.002 0.071 0.105
H -1.642353 1.518183 0.612182 0.129 -0.029 -0.046
O 3.050775 -0.144136 -0.540689 -0.397 0.170 0.208
C 2.018867 0.219305 -0.027962 0.243 -0.164 -0.093
H 0.015976 1.725692 1.159555 -0.089 -0.043 -0.106
C -0.603690 1.257861 0.388653 -0.031 0.175 0.048
H -1.384378 -0.606208 -1.463963 0.000 -0.023 0.126
H -0.346243 1.709701 -0.587875 -0.024 -0.056 0.080
H 1.920453 1.253306 0.353647 0.038 -0.106 -0.034
H 1.147481 -1.402135 0.979557 0.019 0.065 -0.122
```
Positions in Å, forces in eV/Å.

Output
E   -287.75837 Ha
SMILES string   CN(C)CC=O
Orbital gap   9.645 eV
Net charge   0
Relative energy (zero: lowest compared OMol25 entry of this formula, charge and spin)   194.5 kJ/mol
LUMO energy   0.95 eV


Formula: C4H9NO
Source: the OMol25 dataset
Level of theory: wB97M-V/def2-TZVPD

```
15
Properties=species:S:1:pos:R:3:forces:R:3
H -3.778207 -0.137438 0.184596 0.129 -0.166 -0.106
C 2.415240 0.939640 -0.143463 0.148 -0.106 0.073
H 3.332273 -0.967269 -0.106711 -0.071 0.126 0.062
N -1.875426 0.437589 -0.443762 0.360 0.268 -0.166
H 0.756613 -0.693638 0.428463 -0.107 0.081 -0.075
H -2.226154 1.266745 -0.893749 -0.077 -0.110 0.054
H 3.087042 -0.154156 1.538927 -0.039 0.020 -0.147
H -2.439294 -1.151063 0.775354 -0.162 0.030 -0.204
O -0.206215 -0.725906 0.296401 0.202 0.055 0.009
H 2.294045 0.988966 -1.221787 0.025 -0.040 0.162
C -0.551545 0.438486 -0.276241 -0.558 -0.322 0.072
H 2.047113 1.797572 0.411484 0.069 -0.152 -0.054
H -2.987496 -1.315139 -0.919017 0.040 0.211 0.268
C 2.961465 -0.115094 0.458994 0.040 0.137 -0.061
C -2.829451 -0.609289 -0.089487 0.000 -0.033 0.114
```
Positions in Å, forces in eV/Å.

Output
E   -287.71823 Ha
Orbital gap   9.452 eV
Net charge   0
Relative energy (zero: lowest compared OMol25 entry of this formula, charge and spin)   299.9 kJ/mol
LUMO energy   1.03 eV